Molecular formula: C79H199N13O
Method: DFT, ωB97M-V with the def2-TZVPD basis set

Values from the calculation:
- Charge: 0
- Molecular weight: 1347.6 g mol⁻¹
- Multiplicity: 1
- DFT total energy: -3916.14532 a.u.
- HOMO energy: -0.2958 Ha

The geometry in XYZ format:
```
292
Properties=species:S:1:pos:R:3:forces:R:3
C 2.383470 6.603019 -4.416796 0.00 0.11 0.19
C 2.478780 5.537039 -5.487156 -1.22 -0.73 0.84
N 1.511040 4.417779 -5.236286 0.18 0.04 -0.27
C 1.660570 3.735169 -3.915166 1.07 0.80 -0.29
C 0.594070 2.726139 -3.560446 -1.24 0.08 -0.56
C 1.524230 3.444439 -6.351966 -1.06 0.62 0.57
C 1.228750 4.084619 -7.735286 0.94 -0.83 1.02
H 2.684700 6.243109 -3.433016 0.18 0.08 -0.05
H 1.356920 6.957299 -4.323116 -0.07 0.03 -0.07
H 3.014600 7.449889 -4.686236 0.04 0.04 0.08
H 2.179800 6.012169 -6.421476 0.20 -0.26 -0.10
H 3.502910 5.169839 -5.553626 0.32 -0.14 -0.19
H 2.670630 3.330619 -3.850246 0.35 -0.60 -0.07
H 1.690450 4.502679 -3.141766 -0.37 0.10 -0.06
H -0.358260 3.242579 -3.680706 -0.27 0.06 -0.10
H 0.524000 1.858229 -4.216116 0.32 -0.02 -0.11
H 0.539670 2.329829 -2.546506 0.74 0.23 0.18
H 0.729030 2.747769 -6.086616 -0.11 -0.04 -0.34
H 2.428170 2.835439 -6.361776 0.55 0.01 -0.16
H 2.155850 4.524679 -8.102626 -0.20 0.35 -0.13
H 0.430070 4.820069 -7.638756 0.02 -0.12 -0.23
H 1.003150 3.269409 -8.422776 -0.37 0.17 -0.09
C 1.014790 9.847929 -0.073706 -0.74 -1.32 0.06
C 1.166740 8.517509 -0.809966 1.01 1.19 0.06
N 0.181880 7.543249 -0.444716 0.29 -0.97 0.15
C -1.209070 7.863819 -0.737576 -0.35 0.76 -0.74
C -1.414180 8.290359 -2.179346 -0.22 0.01 -0.18
C 0.658570 6.244639 -0.979916 -0.97 0.05 0.94
C -0.294110 5.158869 -0.533006 0.00 -0.52 -0.26
H 0.992990 9.548329 0.974084 0.24 0.59 0.26
H 0.005670 10.183379 -0.312956 0.16 0.69 0.02
H 1.794900 10.567039 -0.323516 -0.21 -0.03 0.11
H 1.272310 8.733029 -1.873226 -0.43 -0.16 -0.59
H 2.140950 8.089409 -0.573866 0.09 -0.07 0.29
H -1.932720 7.083409 -0.502226 0.61 -0.59 -0.03
H -1.665060 8.657209 -0.145376 0.86 0.40 0.59
H -2.463080 8.566399 -2.287606 -0.08 -0.27 -0.45
H -0.841950 9.173629 -2.463046 0.11 0.04 0.21
H -1.100580 7.489059 -2.848416 -0.36 -0.02 -0.26
H 1.666310 6.078829 -0.599026 0.01 0.01 0.22
H 0.753790 6.200719 -2.064856 -0.13 0.30 -0.33
H 0.108280 4.164749 -0.727686 0.02 -0.08 -0.13
H -1.220150 5.267349 -1.097626 -0.09 -0.31 0.07
H -0.529260 5.209029 0.530144 0.06 0.18 0.06
C 0.099970 -6.012351 -1.360066 0.24 0.42 0.01
C 0.896610 -7.177281 -1.986466 -2.08 0.39 -0.08
N 0.724110 -7.149621 -3.456096 0.64 -0.09 0.34
C -0.674140 -7.293351 -3.962956 0.53 0.39 0.56
C -1.437250 -8.497621 -3.423546 0.33 -0.07 -0.63
C 1.682750 -8.097481 -4.010876 0.03 0.21 -2.03
C 1.959690 -7.754511 -5.504186 0.40 0.71 0.20
H -0.081580 -5.998441 -0.285376 0.74 -0.45 0.25
H -0.923660 -5.856961 -1.700866 0.05 -0.36 -0.66
H 0.660730 -5.115311 -1.622696 -0.17 0.28 0.13
H 1.945040 -7.093461 -1.700356 -0.06 0.10 -0.35
H 0.542410 -8.141861 -1.622836 -0.01 -0.27 0.42
H -1.201490 -6.364731 -3.744576 -0.04 0.03 0.29
H -0.669120 -7.292691 -5.052936 0.34 -0.29 -0.01
H -1.578510 -8.436521 -2.344466 -0.10 -0.15 -0.09
H -2.387850 -8.622071 -3.942166 -0.19 0.26 0.22
H -0.874140 -9.387971 -3.703346 0.06 -0.22 0.40
H 1.376780 -9.142411 -3.959906 -0.31 -0.32 0.21
H 2.625430 -8.051381 -3.465596 -0.07 0.26 0.07
H 1.087400 -7.792391 -6.156696 -0.08 -0.35 0.16
H 2.784190 -8.274001 -5.992476 -0.17 -0.68 0.28
H 2.305460 -6.723261 -5.575406 -0.17 0.30 0.28
C 0.180890 -1.882641 -1.446166 0.04 -0.50 -0.26
C -0.621090 -1.155211 -0.368446 0.62 0.21 -0.70
N -0.070520 0.169129 -0.061666 1.57 -0.97 0.25
C 1.134630 -0.005821 0.818484 -0.31 0.47 -0.94
C 2.038850 1.208529 0.776214 0.13 0.35 0.36
C -0.999080 1.067759 0.571484 0.09 0.89 -1.03
C -2.092360 1.445649 -0.451256 0.14 -0.50 0.60
H -0.365650 -2.795551 -1.682756 0.15 -0.23 0.11
H 1.207900 -2.162901 -1.212086 -0.03 0.01 0.50
H 0.263990 -1.367771 -2.403306 -0.26 0.52 0.12
H -1.619130 -1.085091 -0.800996 -0.14 0.27 0.31
H -0.661300 -1.765461 0.533824 -0.15 -0.23 0.20
H 1.782930 -0.826671 0.511884 -0.62 -0.39 -0.29
H 0.779020 -0.236111 1.822774 0.13 -0.02 0.41
H 2.947580 1.042229 1.354704 -0.03 -0.10 0.30
H 1.549600 2.089399 1.191914 0.14 0.12 -0.17
H 2.411820 1.421439 -0.225616 -0.38 0.03 -0.21
H -1.360720 0.689129 1.527504 -0.59 -0.31 0.21
H -0.426270 1.957209 0.833884 -0.09 0.22 -0.03
H -1.667980 1.601419 -1.443086 0.29 0.14 0.11
H -2.742200 0.576199 -0.550636 -0.44 0.31 0.01
H -2.659490 2.332289 -0.167836 -0.05 -0.16 0.07
C -8.398360 3.829549 0.778114 -0.17 -0.70 0.55
C -7.094980 3.125799 1.183454 0.53 0.66 -1.47
N -6.622390 2.312899 0.035134 0.18 -0.47 0.24
C -5.471780 1.466179 0.395044 -0.53 0.35 -0.12
C -5.703900 0.442479 1.480144 0.13 0.33 -0.15
C -6.200210 3.128889 -1.118216 -0.50 0.24 0.35
C -6.189180 2.345179 -2.423726 0.01 -0.33 0.46
H -8.296050 4.680449 0.104614 0.36 -0.02 0.16
H -8.929200 4.172749 1.666094 -0.14 -0.01 -0.06
H -8.985180 3.083849 0.241744 -0.33 0.06 0.15
H -6.360470 3.898009 1.412144 0.49 0.35 0.10
H -7.120870 2.532599 2.097534 -0.63 -0.21 -0.30
H -5.183880 0.908899 -0.496396 0.20 0.27 0.00
H -4.682320 2.158839 0.686694 0.59 -0.15 0.04
H -6.563270 -0.167031 1.200754 -0.09 -0.05 0.39
H -4.814460 -0.185551 1.530964 -0.01 -0.15 0.09
H -5.804450 0.932369 2.448654 -0.30 -0.31 0.10
H -5.202960 3.536659 -0.952966 0.50 0.08 0.19
H -6.833590 4.015079 -1.158276 -0.20 -0.19 -0.30
H -5.876620 2.948799 -3.275816 -0.17 0.06 0.04
H -7.155650 1.869329 -2.589846 -0.09 0.22 -0.18
H -5.473380 1.529519 -2.321566 0.09 0.02 -0.23
C -3.263930 -3.206261 1.067654 -0.97 -0.79 -0.96
C -3.404860 -3.857861 -0.365016 1.21 0.54 1.08
N -4.724220 -3.833921 -0.939026 -0.74 0.43 0.23
C -4.794360 -4.520321 -2.239256 0.82 -0.64 0.65
C -4.418350 -6.033901 -2.094766 -0.67 0.47 -0.05
C -5.356410 -2.460801 -0.972526 0.43 -2.22 0.46
C -4.834220 -1.490071 -2.005216 -0.69 0.08 -0.12
H -2.361560 -3.533861 1.583914 0.33 0.38 -0.36
H -4.064730 -3.553541 1.720504 -0.31 -0.12 -0.16
H -3.378750 -2.124141 1.005024 0.46 0.05 0.14
H -2.670370 -3.385481 -1.017306 0.28 0.70 -0.37
H -2.963260 -4.853491 -0.322406 -0.65 -0.31 0.26
H -5.784920 -4.399731 -2.677846 -0.19 -0.13 0.27
H -4.117850 -4.031591 -2.940376 0.36 -0.09 -0.33
H -4.479290 -6.596601 -3.026296 0.09 0.34 -0.28
H -3.426470 -6.204011 -1.676036 -0.02 0.16 -0.13
H -5.136740 -6.527851 -1.440516 -0.01 0.13 0.24
H -5.311170 -2.052141 0.036954 0.10 0.03 -0.06
H -6.402850 -2.729521 -1.116956 -0.17 0.47 -0.35
H -5.686520 -0.831431 -2.172176 0.27 0.49 -0.21
H -4.634150 -1.980471 -2.957886 0.14 0.06 0.03
H -3.968670 -0.910851 -1.683606 0.02 -0.09 -0.04
C -4.914740 -1.275091 7.798864 -0.17 -0.08 -0.41
C -4.084700 -2.353181 7.063124 0.18 1.29 -0.03
N -3.946990 -2.018481 5.640234 0.01 0.70 -0.23
C -2.970870 -0.908761 5.445554 -0.36 0.20 1.57
C -2.899520 -0.289361 4.088254 -0.44 -0.93 -0.94
C -3.573460 -3.185981 4.860244 -0.65 0.65 -0.51
C -2.162500 -3.681281 5.018584 0.36 -0.60 0.23
H -5.895880 -1.180101 7.333644 -0.08 -0.31 -0.20
H -4.505350 -0.270301 7.694444 0.32 -0.13 0.26
H -5.116590 -1.484551 8.849334 0.38 -0.10 0.04
H -3.051020 -2.416181 7.403174 0.10 -0.08 1.00
H -4.549100 -3.326371 7.222324 -0.04 -0.03 -0.37
H -3.217520 -0.111791 6.147064 -0.25 -0.07 0.12
H -1.973700 -1.204801 5.771304 0.34 -0.28 0.02
H -2.085000 0.422259 3.953174 -0.13 0.15 0.33
H -2.709610 -1.094671 3.378674 0.08 0.05 -0.41
H -3.866730 0.135799 3.820234 0.12 0.25 -0.06
H -3.753410 -2.900961 3.823674 0.06 -0.27 -0.15
H -4.303620 -3.956901 5.106514 0.09 -0.20 -0.10
H -2.006680 -4.497031 4.312644 0.16 -0.04 -0.01
H -1.997440 -4.077861 6.020374 0.07 -0.08 0.09
H -1.401790 -2.918871 4.850774 -0.06 -0.01 -0.23
C 5.508630 -0.257341 -5.700826 -1.13 0.37 -1.59
C 5.614030 -0.915181 -4.377706 1.20 -0.05 0.92
N 5.549560 0.014019 -3.246856 0.67 0.58 -1.15
C 5.933340 -0.650801 -2.032986 0.14 0.53 0.97
C 6.261870 0.309349 -0.829846 -0.27 -0.53 -1.59
C 4.302870 0.768699 -3.220476 -0.27 -0.92 1.10
C 3.064650 -0.095101 -2.820166 0.04 0.74 -0.74
H 6.109340 0.641039 -5.842816 -0.15 0.24 0.67
H 4.459420 -0.054411 -5.915496 -0.02 0.44 -0.28
H 5.854800 -0.859321 -6.541006 -0.09 -0.61 0.23
H 4.911490 -1.723301 -4.174016 -0.36 -0.32 -0.63
H 6.598610 -1.379451 -4.433886 0.21 -0.13 0.80
H 6.827720 -1.226371 -2.271516 0.16 0.08 0.11
H 5.189940 -1.395971 -1.749806 -0.34 -0.27 0.37
H 6.943690 1.060309 -1.228946 0.31 -0.07 0.23
H 6.722480 -0.284091 -0.040066 -0.08 0.27 0.12
H 5.397240 0.873869 -0.480796 -0.15 -0.32 0.21
H 4.413290 1.524729 -2.443096 -0.03 0.22 -0.04
H 4.165830 1.310129 -4.156516 -0.02 -0.24 -0.03
H 2.168130 0.457409 -3.101416 -0.15 0.13 0.40
H 2.956230 -1.030361 -3.369386 0.37 -0.15 0.01
H 3.060420 -0.298111 -1.749246 -0.11 -0.04 -0.05
C -0.172500 -4.622341 -7.767436 0.45 0.94 0.99
C 0.584450 -3.368701 -7.216856 -0.87 -0.68 -1.72
N -0.197070 -2.665331 -6.194586 1.06 -1.38 -0.06
C -0.220820 -3.555481 -4.988956 -1.45 1.52 0.70
C -1.472690 -3.146431 -4.166796 0.63 -0.16 -0.38
C 0.397650 -1.340911 -5.873596 -0.03 -0.58 -0.62
C 0.459500 -0.379221 -7.076816 -0.79 -0.39 0.21
H -0.095250 -5.334981 -6.946296 -0.74 -0.38 -0.30
H 0.302930 -5.089571 -8.629846 0.08 0.33 -0.07
H -1.180040 -4.276561 -7.998526 -0.15 -0.57 0.06
H 1.549180 -3.783611 -6.924866 0.52 0.58 0.54
H 0.706040 -2.725221 -8.088206 0.30 0.27 0.21
H -0.287680 -4.629851 -5.160316 0.05 0.27 -0.66
H 0.676260 -3.416921 -4.385506 0.33 0.11 0.14
H -2.359340 -3.215721 -4.797006 0.00 -0.18 -0.01
H -1.587380 -3.781831 -3.288616 -0.07 0.08 0.09
H -1.380390 -2.102541 -3.866986 -0.13 -0.10 0.25
H 1.416240 -1.505611 -5.522256 0.27 0.14 0.48
H -0.219530 -0.911191 -5.084596 0.20 0.10 0.03
H -0.467150 -0.494031 -7.639166 -0.09 0.01 -0.13
H 1.280530 -0.568181 -7.768416 0.09 0.03 0.23
H 0.472870 0.657949 -6.741876 0.28 -0.05 0.05
C 1.262380 6.699499 2.729734 -0.04 -0.80 1.13
C 2.087120 6.226449 3.976764 -0.67 0.16 -1.21
N 2.826860 4.995499 3.743434 2.36 -0.30 0.81
C 2.110450 3.842369 3.215294 -0.09 1.07 0.28
C 0.955770 3.318679 4.042384 -0.76 0.37 -0.50
C 3.671410 4.672549 4.928184 -0.87 0.90 -0.80
C 4.731730 5.695569 5.232834 0.90 0.23 0.20
H 0.783700 7.660749 2.916694 0.15 0.05 0.05
H 0.452990 5.982639 2.591514 -0.13 0.05 -0.30
H 1.832500 6.755539 1.802414 0.18 -0.01 0.18
H 2.726750 7.064569 4.253404 0.46 -0.37 -0.07
H 1.443620 6.076489 4.843664 -0.65 0.17 0.22
H 1.799430 4.244529 2.251124 -0.48 -0.80 -0.29
H 2.743000 2.966319 3.072104 0.69 0.48 -0.24
H 0.571400 2.467779 3.479944 -0.20 -0.34 0.34
H 1.215410 3.046119 5.065314 0.14 -0.14 -0.11
H 0.144160 4.045379 4.078534 -0.14 0.09 0.17
H 4.250050 3.757629 4.800904 -0.59 -0.36 -0.29
H 3.013010 4.603009 5.794074 -0.06 -0.40 0.46
H 4.446670 6.715159 5.492244 -0.40 -0.17 -0.01
H 5.456060 5.769049 4.421634 -0.05 -0.02 -0.16
H 5.273820 5.290339 6.087244 0.19 0.18 0.16
C 5.552080 -6.704431 3.451344 0.42 0.88 -0.03
C 4.393240 -6.253011 2.556324 0.89 -0.61 -0.04
N 4.637740 -6.527001 1.121934 0.10 -0.32 0.95
C 4.812410 -7.950071 0.797604 -0.16 0.11 0.31
C 5.612990 -8.226511 -0.453256 0.02 -0.26 -0.30
C 3.601470 -5.951171 0.302164 0.21 2.13 -0.36
C 3.698420 -4.365671 0.338004 0.14 -0.79 0.12
H 5.525250 -7.756151 3.736414 0.00 0.15 0.03
H 5.582880 -6.052001 4.323984 -0.44 -0.39 0.48
H 6.524960 -6.452211 3.029464 0.01 -0.36 -0.57
H 3.507520 -6.734651 2.970584 -0.59 -0.32 -0.29
H 4.222680 -5.190711 2.731004 0.15 0.04 -0.44
H 5.313360 -8.534841 1.569094 0.06 0.58 0.47
H 3.830260 -8.417571 0.727394 -0.40 -0.23 -0.20
H 6.633640 -7.850491 -0.382696 -0.07 0.15 0.04
H 5.673350 -9.311831 -0.534056 0.09 -0.10 -0.19
H 5.159630 -7.868521 -1.377596 -0.01 0.16 0.04
H 2.590640 -6.277631 0.546604 -0.35 -0.15 0.44
H 3.741010 -6.270621 -0.730596 0.25 0.09 -0.05
H 3.169090 -3.888751 -0.486896 0.04 -0.15 -0.13
H 4.752030 -4.086681 0.324724 0.15 -0.13 -0.48
H 3.345080 -3.863681 1.238704 -0.46 -0.47 0.13
C -3.624870 6.237749 6.290654 0.13 -0.04 -1.51
C -2.775950 5.648059 5.119604 -0.48 -0.39 0.15
N -3.424230 5.677169 3.793464 -1.37 0.39 -0.10
C -3.786580 6.984579 3.265374 -0.22 -0.32 1.18
C -2.623800 7.909739 3.074734 -0.16 1.52 -0.47
C -2.824490 4.893149 2.736354 0.37 -1.19 1.39
C -3.142090 3.405919 2.982274 -0.06 0.14 -0.40
H -3.302720 5.919019 7.281984 0.39 0.09 -0.20
H -4.637770 5.856879 6.160024 -0.15 0.24 0.01
H -3.599830 7.323119 6.193544 -0.30 0.04 0.40
H -1.792440 6.115969 5.076394 0.34 0.16 0.13
H -2.632070 4.607609 5.410914 0.22 -0.14 -0.42
H -4.525850 7.436169 3.926924 0.14 0.20 0.38
H -4.368680 6.882679 2.349474 0.28 -0.34 -0.24
H -1.928800 7.656629 2.274104 0.05 -0.32 0.09
H -2.073880 8.170249 3.979064 0.05 -0.40 0.12
H -3.089150 8.850539 2.780714 0.21 0.36 -0.23
H -3.202280 5.172069 1.752704 -0.31 0.12 0.14
H -1.757020 5.109689 2.695114 0.57 -0.34 -0.10
H -2.646440 2.794189 2.228464 -0.11 -0.23 -0.01
H -2.927420 2.987829 3.965744 0.60 0.39 0.07
H -4.224340 3.286489 2.931514 -0.10 -0.03 -0.43
C 1.042460 -0.472481 4.967794 0.61 0.00 0.14
C 2.526660 -0.611641 4.531044 -1.05 0.62 -0.01
N 2.899450 -1.992651 4.275464 0.54 -0.85 -0.14
C 2.851750 -2.719131 5.569564 0.51 -0.57 -0.28
C 3.231460 -4.195231 5.490914 0.13 -0.39 -0.14
C 4.285130 -2.100601 3.677604 -1.34 -0.09 -0.33
C 4.355840 -1.349821 2.339384 0.31 -0.03 0.33
H 0.342950 -0.681411 4.158384 0.11 0.04 -0.17
H 0.884640 0.540619 5.337674 -0.12 0.06 -0.14
H 0.783210 -1.141381 5.788444 0.06 0.08 -0.02
H 2.667200 0.046219 3.673394 -0.08 -0.43 -0.47
H 3.174950 -0.130751 5.263554 0.24 -0.16 0.65
H 3.587240 -2.217951 6.198834 0.09 0.07 0.58
H 1.888390 -2.673011 6.077404 -0.01 0.36 -0.43
H 2.680850 -4.775831 4.750754 0.01 0.38 -0.40
H 4.299250 -4.317841 5.309564 -0.04 -0.11 -0.05
H 2.997520 -4.747061 6.401344 0.12 0.41 0.38
H 4.565500 -3.132091 3.464214 -0.60 -0.23 0.16
H 5.014390 -1.805001 4.431864 0.30 0.62 -0.03
H 5.128540 -1.781111 1.702964 0.44 0.30 0.24
H 4.517490 -0.286861 2.518494 0.16 -0.02 -0.36
H 3.472860 -1.478941 1.713464 -0.37 -0.01 0.45
C 0.872050 -4.344101 2.629044 0.09 0.88 -1.05
O 1.067170 -2.971301 2.208854 -0.61 -1.23 -0.15
H 1.808100 -4.899621 2.686534 0.18 0.13 0.30
H 0.299880 -4.417511 3.553884 0.04 -0.03 0.05
H 0.337870 -4.815401 1.804044 -0.32 -0.03 0.15
H 1.669760 -2.563151 2.834874 0.50 0.25 0.72
```
Positions in Å, forces in eV/Å.